{
  "formula": "C8H9InNO5",
  "method": "ωB97M-V/def2-TZVPD",
  "elements": ["O", "C", "In", "O", "C", "C", "O", "C", "O", "C", "N", "C", "C", "C", "O", "H", "H", "H", "H", "H", "H", "H", "H", "H"],
  "positions_angstrom": [[0.443, 2.696, -2.425], [-0.316, 1.837, -2.521], [-1.776, -0.022, -1.157], [1.269, -2.010, -5.061], [0.352, -1.607, -4.519], [-3.839, 0.780, -2.443], [-4.815, 1.262, -2.782], [-2.376, -2.576, -1.577], [-2.703, -3.648, -1.350], [1.401, 0.597, 2.914], [1.340, 0.006, 1.603], [2.479, -0.724, 1.080], [0.299, 0.122, 0.780], [-0.942, 0.891, 1.202], [0.357, -0.398, -0.395], [2.356, 0.339, 3.344], [0.589, 0.216, 3.540], [1.296, 1.685, 2.851], [2.243, -1.762, 0.841], [2.908, -0.272, 0.185], [3.239, -0.715, 1.875], [-1.090, 1.795, 0.544], [-1.856, 0.221, 1.248], [-0.856, 1.286, 2.224]],
  "homo_energy_ev": [-21.241, -21.240],
  "e_above_lowest_ev": 0.7899,
  "total_energy_ev": -25307.011,
  "charge": 3
}

{
  "formula": "C5H5P",
  "method": "ωB97M-V/def2-TZVPD",
  "elements": ["C", "C", "C", "C", "C", "P", "H", "H", "H", "H", "H"],
  "positions_angstrom": [[-1.169, 1.166, -0.010], [0.502, 0.800, 0.102], [0.569, -0.429, -0.747], [0.750, -0.542, 0.776], [-0.419, -1.187, 0.066], [-2.028, -0.256, 0.039], [-1.461, 2.218, -0.216], [1.068, 1.659, 0.026], [1.250, -0.539, -1.470], [1.614, -0.665, 1.416], [-0.676, -2.226, 0.017]],
  "homo_energy_ev": -8.497,
  "e_above_lowest_ev": 2.1645,
  "total_energy_ev": -14550.207,
  "smiles": "C1=P[C@H]2[C@H]3[C@@H]1[C@@H]23"
}

{
  "formula": "CH2N2O4",
  "method": "ωB97M-V/def2-TZVPD",
  "elements": ["C", "N", "N", "O", "O", "O", "O", "H", "H"],
  "positions_angstrom": [[-0.748, -0.982, -0.878], [1.201, 0.668, 1.063], [-0.756, 0.246, -0.547], [2.219, 1.235, 0.983], [-1.662, 1.021, -0.339], [0.533, 0.682, -0.377], [0.594, 0.165, 1.906], [0.164, -1.456, -0.740], [-1.545, -1.579, -1.071]],
  "homo_energy_ev": -9.741,
  "e_above_lowest_ev": 5.4408,
  "total_energy_ev": -12231.210,
  "smiles": "C=[N+]([O-])O[N+](=O)[O-]"
}

{
  "formula": "CH4S",
  "method": "ωB97M-V/def2-TZVPD",
  "elements": ["C", "H", "H", "H", "H", "S"],
  "positions_angstrom": [[-0.435, -0.209, -0.108], [-0.747, 0.770, -0.281], [-1.118, -0.826, -0.577], [-0.708, -0.350, 1.053], [1.701, 0.930, -0.021], [1.307, -0.315, -0.066]],
  "homo_energy_ev": -8.863,
  "e_above_lowest_ev": 0.7438,
  "total_energy_ev": -11936.146,
  "smiles": "CS"
}

{
  "formula": "C2H4ClNOS",
  "method": "ωB97M-V/def2-TZVPD",
  "elements": ["C", "C", "H", "H", "H", "H", "N", "O", "S", "Cl"],
  "positions_angstrom": [[-0.519, -0.565, -0.568], [-0.740, 0.978, -0.321], [2.079, -0.057, 0.904], [0.267, -2.210, 0.557], [-1.504, 1.458, -1.095], [-0.670, 1.382, 0.739], [0.187, -1.139, 0.583], [-0.810, -1.356, -1.404], [0.962, -0.135, 1.648], [0.747, 1.644, -1.044]],
  "homo_energy_ev": -9.576,
  "e_above_lowest_ev": 1.1671,
  "total_energy_ev": -29032.853,
  "smiles": "O=C(CCl)NS"
}

{
  "formula": "C4H5BrClN",
  "method": "ωB97M-V/def2-TZVPD",
  "elements": ["C", "C", "C", "C", "N", "Cl", "Br", "H", "H", "H", "H", "H"],
  "positions_angstrom": [[-0.343, -1.075, 1.747], [0.449, 1.044, 0.518], [-0.712, -1.512, -1.173], [-0.563, 0.193, 1.168], [-0.174, -2.129, 2.162], [-2.149, 0.874, 1.341], [0.728, -0.885, -2.005], [0.334, 0.987, -0.524], [1.461, 0.558, 0.599], [0.450, 2.020, 1.012], [-1.590, -0.843, -1.112], [-0.794, -2.612, -1.177]],
  "homo_energy_ev": [-8.739, -8.547],
  "e_above_lowest_ev": 2.6747,
  "total_energy_ev": -88280.086
}

{
  "formula": "C13H19BNO9Tl",
  "method": "ωB97M-V/def2-TZVPD",
  "elements": ["Tl", "O", "C", "O", "B", "O", "C", "O", "O", "C", "O", "C", "O", "O", "C", "C", "C", "C", "C", "C", "N", "O", "C", "C", "C", "H", "H", "H", "H", "H", "H", "H", "H", "H", "H", "H", "H", "H", "H", "H", "H", "H", "H", "H"],
  "positions_angstrom": [[-9.185, -0.176, 14.310], [-2.313, 1.822, 14.072], [-3.341, 1.064, 14.005], [-4.092, 0.561, 14.874], [-5.022, -0.474, 14.300], [-4.928, -0.327, 12.885], [-3.940, 0.556, 12.631], [-3.665, 1.175, 11.511], [-6.436, -0.302, 14.815], [-6.824, -1.528, 14.993], [-8.033, -1.716, 15.178], [-5.647, -2.549, 14.849], [-4.610, -1.832, 14.537], [-5.549, -3.764, 15.091], [-11.610, 2.531, 16.269], [-10.383, 2.413, 17.213], [-10.959, 1.483, 18.417], [-9.851, 0.946, 19.338], [-8.575, 0.347, 18.558], [-8.053, 1.291, 17.346], [-9.168, 1.785, 16.519], [-8.807, 2.491, 15.441], [-7.078, 2.411, 17.767], [-7.091, 0.462, 16.437], [-10.182, 3.807, 17.909], [-12.611, 2.711, 16.661], [-11.826, 1.596, 15.752], [-11.277, 3.255, 15.525], [-11.890, 1.778, 18.903], [-11.240, 0.583, 17.870], [-10.381, 0.251, 19.990], [-9.589, 1.687, 20.093], [-8.946, -0.640, 18.280], [-7.828, 0.208, 19.340], [-6.204, 2.161, 18.369], [-6.643, 2.924, 16.909], [-7.513, 3.249, 18.312], [-6.749, 1.001, 15.553], [-6.308, 0.083, 17.095], [-7.624, -0.397, 16.030], [-9.775, 3.814, 18.920], [-11.140, 4.319, 17.998], [-9.587, 4.321, 17.155], [-8.702, 3.405, 15.713]],
  "homo_energy_ev": -15.759,
  "e_above_lowest_ev": 8.6410,
  "total_energy_ev": -39050.234,
  "charge": 2
}

{
  "formula": "C5H4CrO2",
  "method": "ωB97M-V/def2-TZVPD",
  "elements": ["O", "C", "C", "C", "C", "H", "H", "H", "C", "O", "Cr", "H"],
  "positions_angstrom": [[3.269, -0.974, -0.118], [2.224, -0.769, -0.488], [0.956, -0.574, -1.000], [-0.101, -0.966, -0.255], [-1.048, -1.730, 0.194], [0.885, -0.016, -1.940], [-1.238, -2.708, -0.258], [-1.874, -1.296, 0.765], [-0.935, 1.838, 0.965], [-0.098, 2.236, 0.121], [-0.253, 3.739, 1.425], [-1.787, 1.222, 0.588]],
  "spin_multiplicity": 5,
  "homo_energy_ev": [-18.417, -18.342],
  "e_above_lowest_ev": 0.0000,
  "total_energy_ev": -37742.597,
  "charge": 2
}

Which formula does entry 6 have? C4H5BrClN